C4H7NO | ωB97M-V with the def2-TZVPD basis set

LUMO (eV): -0.21
Electronic energy (eV): -7797.800
ΔE to the lowest compared entry with this formula, charge and spin (kJ/mol): 178.0

```
! RIJCOSX wB97M-V def2-TZVPD def2/J DEFGRID3
* xyz 0 1
C 1.60 1.13 0.12
C 0.36 0.62 -0.61
N 0.34 -0.83 -0.53
C -0.63 -1.48 -0.03
C -1.93 -0.97 0.53
O -2.71 -1.75 1.03
H 1.72 2.21 -0.03
H 2.50 0.62 -0.26
H 1.53 0.94 1.19
H -0.53 1.12 -0.22
H 0.44 0.87 -1.67
H -0.55 -2.57 0.02
H -2.15 0.11 0.47
*
```



C3H4N2O2 | ωB97M-V with the def2-TZVPD basis set

LUMO (eV): 0.50
Electronic energy (eV): -10244.537
ΔE to the lowest compared entry with this formula, charge and spin (kJ/mol): 745.6

```
! RIJCOSX wB97M-V def2-TZVPD def2/J DEFGRID3
* xyz 0 1
C -1.94 -0.11 0.12
C -0.33 0.05 -0.18
N 0.21 -1.18 -0.06
O 1.51 -1.16 -0.12
C 2.12 0.02 0.03
N 1.56 1.19 0.13
O 0.20 1.27 -0.29
H -2.42 0.29 -0.83
H -2.00 0.95 0.88
H -1.96 -1.24 0.20
H 3.06 -0.09 0.10
*
```



C4H12N2O2 | ωB97M-V with the def2-TZVPD basis set

LUMO (eV): 0.73
Electronic energy (eV): -11417.407
ΔE to the lowest compared entry with this formula, charge and spin (kJ/mol): 174.7

```
! RIJCOSX wB97M-V def2-TZVPD def2/J DEFGRID3
* xyz 0 1
C -2.78 0.67 -1.67
C -1.42 0.99 -0.97
C -0.45 -0.20 -1.04
N 0.71 0.28 -1.83
C 0.09 -0.52 0.37
N -0.65 -1.42 1.14
O 1.19 -0.17 0.72
H -3.06 1.51 -2.27
H -3.53 0.15 -1.12
H -2.58 0.10 -2.58
H -1.06 1.74 -1.70
H -1.74 1.30 0.06
H -0.84 -1.05 -1.60
H 1.07 -0.45 -2.47
H 1.56 0.46 -1.32
H -1.62 -1.60 0.91
H -0.48 -1.36 2.16
O 2.97 0.30 2.99
H 3.91 0.16 2.86
H 2.39 0.30 2.22
*
```



C24H37FN2O2 | ωB97M-V with the def2-TZVPD basis set

LUMO (eV): 0.59
Electronic energy (eV): -35282.916
ΔE to the lowest compared entry with this formula, charge and spin (kJ/mol): 68.8

```
! RIJCOSX wB97M-V def2-TZVPD def2/J DEFGRID3
* xyz 0 1
C 0.34 5.97 -4.54
C 1.10 5.64 -3.26
C 2.20 4.78 -3.30
C 2.91 4.46 -2.13
C 4.12 3.55 -2.16
O 5.10 3.86 -1.48
N 4.11 2.44 -2.94
C 5.36 1.73 -3.24
C 2.89 1.69 -3.32
C 2.62 0.44 -2.45
C 2.38 0.75 -0.96
C 2.04 -0.50 -0.13
C 1.77 -0.17 1.35
C 1.50 -1.40 2.24
N 0.33 -2.17 1.81
C -0.94 -1.83 2.07
O -1.23 -0.80 2.68
C -2.04 -2.73 1.49
C -3.01 -3.41 2.50
C -3.75 -2.41 3.45
C -4.65 -3.12 4.48
C -5.65 -4.08 3.80
C -4.92 -5.06 2.87
C -4.07 -4.32 1.80
C -3.47 -5.34 0.81
C 2.53 5.07 -0.93
C 1.43 5.94 -0.89
C 0.72 6.22 -2.05
F -0.34 7.06 -1.99
H -0.66 5.53 -4.50
H 0.22 7.05 -4.63
H 0.86 5.62 -5.43
H 2.51 4.36 -4.25
H 6.24 2.35 -3.05
H 5.46 0.83 -2.63
H 5.39 1.43 -4.29
H 2.00 2.32 -3.24
H 2.96 1.40 -4.37
H 1.74 -0.06 -2.85
H 3.44 -0.27 -2.56
H 3.26 1.23 -0.53
H 1.57 1.48 -0.87
H 1.16 -0.99 -0.56
H 2.86 -1.22 -0.21
H 2.63 0.37 1.76
H 0.93 0.52 1.43
H 2.35 -2.08 2.19
H 1.40 -1.10 3.29
H 0.49 -3.02 1.29
H -2.61 -2.12 0.79
H -1.55 -3.49 0.88
H -2.41 -4.06 3.14
H -3.04 -1.79 3.99
H -4.34 -1.71 2.85
H -4.03 -3.68 5.18
H -5.19 -2.38 5.07
H -6.21 -4.63 4.56
H -6.38 -3.50 3.24
H -4.30 -5.75 3.44
H -5.66 -5.69 2.38
H -4.74 -3.67 1.25
H -2.70 -5.95 1.27
H -4.24 -6.01 0.42
H -3.04 -4.85 -0.06
H 3.08 4.88 -0.02
H 1.14 6.40 0.04
*
```



C24H42NOP3Pt | ωB97M-V with the def2-TZVPD basis set

⟨S²⟩: 6.077
LUMO (alpha / beta) (eV): -12.82 / -16.42
Electronic energy (eV): -60174.715
ΔE to the lowest compared entry with this formula, charge and spin (kJ/mol): 233.0

```
! RIJCOSX wB97M-V def2-TZVPD def2/J DEFGRID3
* xyz 4 5
Pt -0.56 -0.37 -0.35
P 1.34 0.32 -1.63
P -0.73 1.75 1.08
P -2.11 0.50 -1.74
H -1.53 -5.67 0.59
C -1.68 -5.50 -0.49
C -0.75 -5.80 -1.37
H 0.22 -6.24 -1.10
C 2.80 -0.68 -1.20
C 1.95 2.04 -1.50
C 1.11 0.02 -3.39
C -1.89 1.27 2.40
C 0.66 2.31 2.13
C -1.44 3.37 0.58
C -2.55 -0.46 -3.22
C -1.85 2.20 -2.40
C -3.67 0.69 -0.83
H -2.73 -5.30 -0.78
H -0.95 -5.85 -2.46
H 2.56 -1.74 -1.26
H 3.13 -0.44 -0.19
H 3.61 -0.47 -1.91
H 2.39 2.21 -0.51
H 1.14 2.76 -1.64
H 2.71 2.24 -2.26
H 0.82 -1.04 -3.54
H 2.04 0.21 -3.95
H 0.32 0.65 -3.82
H -2.24 2.15 2.96
H -1.36 0.60 3.11
H -2.76 0.73 2.00
H 0.53 3.36 2.44
H 1.61 2.23 1.58
H 0.72 1.68 3.04
H -2.55 3.36 0.68
H -1.18 3.61 -0.46
H -1.06 4.19 1.23
H -3.12 0.16 -3.93
H -3.16 -1.31 -2.90
H -1.63 -0.85 -3.69
H -2.18 2.21 -3.45
H -0.81 2.55 -2.33
H -2.50 2.90 -1.83
H -4.49 0.69 -1.57
H -3.70 1.63 -0.26
H -3.79 -0.17 -0.14
C 1.00 -3.63 -1.48
C 0.37 -3.14 -0.32
C -0.99 -2.73 -0.43
C -1.64 -2.96 -1.69
C -0.92 -3.19 -2.85
C 0.45 -3.44 -2.76
O 2.12 -4.47 -1.41
H 2.26 -4.74 -0.50
H 0.89 -3.23 0.63
H -1.67 -2.64 0.43
H -2.74 -3.05 -1.72
H -1.43 -3.19 -3.81
H 1.09 -3.71 -3.63
N 0.67 -0.86 1.13
C 1.55 -0.89 1.92
C 2.51 -0.59 2.94
C 3.84 -0.19 2.63
C 4.71 0.15 3.66
C 4.27 0.14 4.99
C 2.96 -0.27 5.30
C 2.08 -0.61 4.28
H 4.15 -0.17 1.57
H 5.75 0.40 3.42
H 4.95 0.41 5.78
H 2.62 -0.35 6.34
H 1.04 -0.91 4.47
*
```



C4H16Si4 | ωB97M-V with the def2-TZVPD basis set

LUMO (alpha / beta) (eV): -0.87 / -0.86
Electronic energy (eV): -35913.715
ΔE to the lowest compared entry with this formula, charge and spin (kJ/mol): 119.0

```
! RIJCOSX wB97M-V def2-TZVPD def2/J DEFGRID3
* xyz 0 1
C 0.47 1.91 -1.51
C 0.15 2.01 1.47
C 1.63 -1.46 1.59
C 1.72 -1.67 -1.59
Si -2.65 0.60 0.10
Si -2.92 -1.78 0.03
Si -0.21 0.95 0.01
Si 0.54 -1.24 -0.06
H -0.13 2.63 -1.99
H 1.51 2.28 -1.42
H 0.61 1.06 -2.22
H 0.57 3.05 1.32
H -0.66 2.13 2.23
H 0.90 1.40 2.00
H 2.58 -0.94 1.43
H 0.95 -0.85 2.28
H 1.81 -2.52 1.78
H 1.62 -2.61 -2.10
H 1.69 -0.95 -2.47
H 2.79 -1.88 -1.35
H -2.94 1.20 -1.36
H -3.53 1.73 0.54
H -2.82 -2.58 1.27
H -3.69 -2.66 -0.81
*
```



What is the ΔE to the lowest compared entry with this formula, charge and spin in the fourth record?
68.8 kJ/mol



Which of these has the lowest ΔE to the lowest compared entry with this formula, charge and spin?
C24H37FN2O2



Copy entry 4 word for word.
C24H37FN2O2 | ωB97M-V with the def2-TZVPD basis set

LUMO (eV): 0.59
Electronic energy (eV): -35282.916
ΔE to the lowest compared entry with this formula, charge and spin (kJ/mol): 68.8

```
! RIJCOSX wB97M-V def2-TZVPD def2/J DEFGRID3
* xyz 0 1
C 0.34 5.97 -4.54
C 1.10 5.64 -3.26
C 2.20 4.78 -3.30
C 2.91 4.46 -2.13
C 4.12 3.55 -2.16
O 5.10 3.86 -1.48
N 4.11 2.44 -2.94
C 5.36 1.73 -3.24
C 2.89 1.69 -3.32
C 2.62 0.44 -2.45
C 2.38 0.75 -0.96
C 2.04 -0.50 -0.13
C 1.77 -0.17 1.35
C 1.50 -1.40 2.24
N 0.33 -2.17 1.81
C -0.94 -1.83 2.07
O -1.23 -0.80 2.68
C -2.04 -2.73 1.49
C -3.01 -3.41 2.50
C -3.75 -2.41 3.45
C -4.65 -3.12 4.48
C -5.65 -4.08 3.80
C -4.92 -5.06 2.87
C -4.07 -4.32 1.80
C -3.47 -5.34 0.81
C 2.53 5.07 -0.93
C 1.43 5.94 -0.89
C 0.72 6.22 -2.05
F -0.34 7.06 -1.99
H -0.66 5.53 -4.50
H 0.22 7.05 -4.63
H 0.86 5.62 -5.43
H 2.51 4.36 -4.25
H 6.24 2.35 -3.05
H 5.46 0.83 -2.63
H 5.39 1.43 -4.29
H 2.00 2.32 -3.24
H 2.96 1.40 -4.37
H 1.74 -0.06 -2.85
H 3.44 -0.27 -2.56
H 3.26 1.23 -0.53
H 1.57 1.48 -0.87
H 1.16 -0.99 -0.56
H 2.86 -1.22 -0.21
H 2.63 0.37 1.76
H 0.93 0.52 1.43
H 2.35 -2.08 2.19
H 1.40 -1.10 3.29
H 0.49 -3.02 1.29
H -2.61 -2.12 0.79
H -1.55 -3.49 0.88
H -2.41 -4.06 3.14
H -3.04 -1.79 3.99
H -4.34 -1.71 2.85
H -4.03 -3.68 5.18
H -5.19 -2.38 5.07
H -6.21 -4.63 4.56
H -6.38 -3.50 3.24
H -4.30 -5.75 3.44
H -5.66 -5.69 2.38
H -4.74 -3.67 1.25
H -2.70 -5.95 1.27
H -4.24 -6.01 0.42
H -3.04 -4.85 -0.06
H 3.08 4.88 -0.02
H 1.14 6.40 0.04
*
```



The lowest ΔE to the lowest compared entry with this formula, charge and spin belongs to which entry?
C24H37FN2O2